[1]
Formula: C20H21N3O2
Source: the OMol25 dataset
Level of theory: ωB97M-V with the def2-TZVPD basis set

As for the relative energy (zero: lowest compared OMol25 entry of this formula, charge and spin): 0.817 eV. As for the SMILES: O=C(NCc1ccccn1)c1ccc2nc(C3CCCCC3)oc2c1.

Each line ends with the Mulliken charge.
Element x y z (Å)
O (0.176, 2.164, -2.451)  -0.69
C (0.878, 1.414, -1.797)  0.34
N (2.140, 1.092, -2.167)  -0.10
C (2.668, 1.485, -3.449)  -0.93
C (3.372, 0.337, -4.120)  0.74
C (3.754, 0.409, -5.457)  -0.76
C (4.413, -0.670, -6.017)  -0.27
C (4.671, -1.782, -5.228)  -0.54
C (4.254, -1.755, -3.909)  -0.27
N (3.624, -0.726, -3.368)  -0.37
C (0.416, 0.802, -0.516)  0.57
C (1.308, 0.448, 0.506)  -0.46
C (0.874, -0.101, 1.695)  -1.12
C (-0.491, -0.302, 1.847)  0.76
N (-1.233, -0.819, 2.882)  -0.51
C (-2.460, -0.755, 2.490)  0.15
C (-3.674, -1.191, 3.234)  0.33
C (-3.322, -1.800, 4.602)  -0.99
C (-3.523, -0.797, 5.741)  -0.70
C (-3.061, 0.585, 5.298)  -0.61
C (-3.974, 1.130, 4.192)  -0.64
C (-4.629, 0.001, 3.391)  -1.19
O (-2.637, -0.236, 1.246)  -0.40
C (-1.384, 0.065, 0.819)  0.91
C (-0.955, 0.626, -0.365)  -1.57
H (2.616, 0.301, -1.754)  0.41
H (3.379, 2.315, -3.325)  0.23
H (1.837, 1.851, -4.063)  0.41
H (3.533, 1.292, -6.037)  0.38
H (4.720, -0.648, -7.053)  0.40
H (5.180, -2.645, -5.628)  0.37
H (4.428, -2.592, -3.245)  0.41
H (2.363, 0.637, 0.375)  0.51
H (1.560, -0.363, 2.484)  0.46
H (-4.167, -1.944, 2.607)  0.56
H (-2.277, -2.110, 4.576)  0.35
H (-3.937, -2.683, 4.780)  0.32
H (-2.955, -1.123, 6.613)  0.40
H (-4.575, -0.754, 6.031)  0.31
H (-3.054, 1.273, 6.145)  0.40
H (-2.038, 0.498, 4.929)  0.30
H (-3.391, 1.766, 3.523)  0.23
H (-4.760, 1.751, 4.626)  0.43
H (-4.925, 0.366, 2.406)  0.51
H (-5.528, -0.351, 3.899)  0.44
H (-1.632, 0.923, -1.149)  0.49



[2]
Formula: C20H21N3O2
Source: the OMol25 dataset
Level of theory: ωB97M-V with the def2-TZVPD basis set

As for the relative energy (zero: lowest compared OMol25 entry of this formula, charge and spin): 2.064 eV. As for the SMILES: CNC(=O)c1ccc2cc([C@]3(O)c4cncn4CC3(C)C)ccc2c1.

Each line ends with the Mulliken charge.
Element x y z (Å)
C (-6.625, -4.212, 3.221)  -0.90
N (-5.692, -3.439, 2.385)  -0.14
C (-4.357, -3.276, 2.690)  0.78
O (-3.904, -3.919, 3.609)  -0.66
C (-3.522, -2.302, 1.973)  0.57
C (-4.023, -1.490, 0.921)  -0.95
C (-3.153, -0.632, 0.239)  -1.26
C (-1.797, -0.528, 0.584)  0.13
C (-0.938, 0.337, -0.106)  0.25
C (0.402, 0.464, 0.197)  -0.61
C (1.257, 1.524, -0.538)  2.28
O (2.327, 1.880, 0.300)  -0.66
C (0.611, 2.809, -0.724)  -1.17
C (0.185, 3.818, 0.080)  -0.38
N (-0.326, 4.815, -0.777)  -0.72
C (-0.171, 4.402, -2.022)  -0.28
N (0.390, 3.150, -1.994)  0.25
C (0.790, 2.107, -2.959)  -1.01
C (1.671, 1.190, -2.059)  1.71
C (3.151, 1.524, -2.347)  -1.79
C (1.465, -0.293, -2.414)  -1.89
C (0.921, -0.361, 1.188)  -0.62
C (0.080, -1.257, 1.876)  -1.36
C (-1.277, -1.329, 1.617)  1.02
C (-2.118, -2.184, 2.297)  -0.68
H (-6.786, -5.216, 2.795)  0.26
H (-7.596, -3.714, 3.178)  0.34
H (-6.269, -4.268, 4.253)  0.32
H (-6.039, -2.824, 1.663)  0.16
H (-5.071, -1.579, 0.637)  0.21
H (-3.533, -0.050, -0.618)  0.35
H (-1.341, 0.933, -0.917)  0.43
H (2.553, 2.822, 0.233)  0.51
H (0.184, 3.856, 1.170)  0.47
H (-0.485, 4.891, -2.917)  0.44
H (-0.099, 1.593, -3.335)  0.31
H (1.407, 2.498, -3.803)  0.40
H (3.857, 0.965, -1.724)  0.33
H (3.351, 2.577, -2.167)  0.46
H (3.403, 1.271, -3.370)  0.43
H (2.092, -0.980, -1.852)  0.38
H (0.433, -0.643, -2.227)  0.36
H (1.694, -0.418, -3.467)  0.50
H (1.965, -0.243, 1.477)  0.49
H (0.553, -1.828, 2.655)  0.43
H (-1.734, -2.845, 3.038)  0.55



[3]
Formula: C20H21N3O3
Source: the OMol25 dataset
Level of theory: ωB97M-V with the def2-TZVPD basis set

As for the relative energy (zero: lowest compared OMol25 entry of this formula, charge and spin): 7.044 eV. As for the SMILES: COC(=O)C1=C(C)N=C(C)[C@@H](C(C)=O)[C@@H]1c1cccc(-n2ccnc2)c1.

Each line ends with the Mulliken charge.
Element x y z (Å)
C (0.958, -1.444, -3.392)  -0.78
O (0.383, -1.681, -2.094)  -0.27
C (-0.900, -1.411, -2.004)  -0.87
O (-1.702, -0.982, -2.857)  -0.60
C (-1.358, -1.482, -0.646)  0.02
C (-2.338, -2.426, -0.345)  0.64
C (-3.121, -3.273, -1.333)  -1.16
N (-2.825, -2.500, 0.913)  -0.60
C (-2.410, -1.694, 1.834)  0.32
C (-2.923, -2.052, 3.208)  -1.47
C (-1.584, -0.489, 1.585)  0.67
C (-0.888, 0.203, 2.778)  0.31
C (0.484, -0.238, 3.342)  -1.24
O (-1.608, 0.938, 3.456)  -0.57
C (-0.609, -0.772, 0.405)  0.87
C (-0.174, 0.613, -0.186)  -0.17
C (-1.100, 1.560, -0.540)  -0.24
C (-0.668, 2.862, -0.776)  -1.16
C (0.700, 3.247, -0.885)  -0.33
C (1.719, 2.203, -0.546)  0.10
N (3.146, 2.347, -0.695)  0.17
C (3.798, 3.387, -0.100)  -0.34
C (5.130, 3.347, -0.499)  -0.41
N (5.216, 2.229, -1.355)  -0.64
C (4.061, 1.685, -1.596)  0.14
C (1.231, 1.027, -0.074)  -0.36
H (1.865, -2.079, -3.462)  0.29
H (0.255, -1.655, -4.285)  0.29
H (1.259, -0.466, -3.530)  0.31
H (-3.328, -4.353, -1.075)  0.35
H (-3.910, -2.740, -1.789)  0.31
H (-2.439, -3.490, -2.141)  0.34
H (-2.600, -3.028, 3.526)  0.35
H (-2.475, -1.480, 3.974)  0.41
H (-3.973, -1.746, 3.388)  0.29
H (-2.417, 0.096, 1.317)  0.06
H (1.246, 0.324, 2.829)  0.24
H (0.732, -0.175, 4.389)  0.43
H (0.498, -1.341, 3.314)  0.34
H (0.195, -1.395, 0.668)  0.95
H (-2.173, 1.293, -0.609)  0.43
H (-1.429, 3.565, -1.045)  0.39
H (0.968, 4.179, -1.342)  0.52
H (3.370, 4.133, 0.502)  0.44
H (5.919, 3.983, -0.029)  0.32
H (3.876, 0.866, -2.378)  0.30
H (1.944, 0.308, 0.178)  0.62